# 1
42
Properties=species:S:1:pos:R:3:forces:R:3:lowdin_charge:R:1 method="wB97M-V/def2-TZVPD" total_energy_ev=-36665.98886 max_force_ev_per_a=5.02 homo_energy_ev=-8.33 spin_multiplicity=1 smiles="C[C@H](CC(=O)N/C(N)=N/CCCc1cnc[nH]1)c1nccs1"
O 2.45081 3.55789 1.59196 0.7 0.8 0.1 0.07
N -0.07139 -3.16764 -4.28105 0.6 -0.5 -1.0 0.02
N 1.49866 0.05977 3.53776 0.4 -0.3 0.6 0.01
N -0.14970 1.08553 -0.79240 0.4 0.7 -0.6 0.05
S 3.82165 0.81412 4.39220 -1.1 -0.8 -0.6 1.05
C 1.51418 2.80539 1.72034 1.3 0.6 0.2 -0.43
C 0.65448 -3.03964 -3.19236 -1.3 0.8 -1.0 -0.19
C 2.09654 1.06802 4.13799 0.6 -0.6 -1.5 -0.55
C 2.34583 -1.04070 3.31999 1.2 1.8 0.8 -0.19
C -0.49329 -1.90592 -4.67500 -0.5 -0.8 1.0 -0.11
C 3.64503 -0.75485 3.67711 -0.7 -0.6 0.0 -0.40
C -0.15079 -1.00254 -3.71709 0.4 0.0 -1.2 -0.30
C 0.24319 1.14718 0.43764 -3.0 -2.1 -3.4 -0.48
N 0.57436 -1.72006 -2.80871 1.0 0.2 1.4 0.08
N -0.40727 0.41865 1.37145 1.3 1.0 1.8 0.17
N 1.34704 1.91274 0.67066 -0.3 0.4 1.6 0.17
C 0.59998 2.51113 5.56151 0.4 0.5 -0.3 -0.06
C -1.33498 0.33511 -1.23551 0.9 1.0 0.1 -0.24
C -0.46750 0.46257 -3.71384 0.4 -0.3 0.4 -0.16
C 0.71824 2.93038 3.01396 -0.4 -2.0 -0.3 -0.07
C -1.59429 0.69455 -2.72206 -1.1 0.9 0.6 -0.20
C 1.50314 2.45320 4.27109 -0.2 1.1 0.9 -0.34
H 1.21888 -3.85949 -2.72567 -0.4 0.8 0.0 0.12
H 2.06156 -2.01323 2.90095 -0.3 0.8 0.1 0.11
H -1.14071 -1.69008 -5.52294 0.3 -0.4 0.1 0.11
H 4.44790 -1.46999 3.54796 0.1 0.3 0.3 0.06
H 0.96584 -1.31929 -1.96766 0.1 0.0 -0.2 0.14
H -1.11245 -0.23646 1.12292 -0.2 -0.2 -0.4 0.08
H 0.14080 0.26050 2.20565 -0.3 -0.4 0.6 0.04
H 1.73682 2.27404 -0.19350 0.1 -0.2 0.1 0.16
H 1.21358 2.21443 6.42457 -0.2 0.1 -0.2 0.08
H 0.21906 3.54778 5.76289 0.3 -0.9 -0.3 0.09
H -0.24009 1.81054 5.48968 0.1 0.2 -0.1 0.08
H -1.17897 -0.73406 -1.13289 0.0 -0.5 0.0 0.09
H -2.20125 0.59011 -0.59889 0.0 0.0 -0.4 0.11
H -0.83268 0.75922 -4.70807 0.1 -0.4 0.2 0.12
H 0.43604 1.06029 -3.55408 -0.2 0.0 0.4 0.11
H -0.21119 2.38951 2.91322 -0.3 -0.4 0.2 0.10
H 0.41499 3.94553 3.14417 0.2 0.9 0.0 0.12
H -1.93995 1.75430 -2.77362 0.3 -0.6 0.1 0.12
H -2.43612 0.09560 -3.09472 0.0 0.0 0.2 0.11
H 2.31945 3.22131 4.41984 -0.6 -1.1 -0.2 0.15

# 2
43
Properties=species:S:1:pos:R:3:forces:R:3:lowdin_charge:R:1 method="wB97M-V/def2-TZVPD" total_energy_ev=-32707.36238 max_force_ev_per_a=4.17 homo_energy_ev=-1.41 spin_multiplicity=1 total_charge=-1
C 1.64044 0.21709 0.49536 0.6 0.7 -0.4 -0.13
C 1.09580 0.20392 -1.01958 0.0 -0.5 1.3 -0.13
C 0.02110 -0.97107 -1.27977 1.3 -1.6 -2.4 -0.38
O 0.30168 -1.74238 -2.23598 -1.4 2.3 3.1 0.03
O -1.11127 -1.14071 -0.46374 1.8 1.2 -1.6 -0.06
C -2.35239 -1.11360 -1.22162 -2.1 -1.1 -1.3 -0.18
C -3.54860 -1.92674 -0.52964 -1.1 1.1 0.2 -0.28
N -4.35981 -1.07781 0.40647 2.9 0.2 -1.0 -0.17
O -5.65445 -1.61209 0.24475 -3.1 -0.2 0.5 -0.32
C -6.63427 -0.69142 0.73481 -0.3 -0.2 -0.5 -0.20
C -7.31021 0.21150 -0.43468 1.9 0.0 0.6 -0.37
C -6.26931 0.66888 -1.55548 -0.4 -0.4 -0.3 -0.08
O -7.84155 1.39437 0.21137 -0.2 0.1 -0.2 -0.12
H 2.09770 -0.79070 0.79678 -0.9 1.4 -0.4 0.08
H 2.51319 0.96944 0.50795 -1.3 -1.1 0.1 0.06
H 0.87075 0.60179 1.24101 0.9 -0.8 -1.0 0.08
H 2.01262 0.01533 -1.68018 -1.7 0.0 0.7 0.11
H 0.67908 1.23372 -1.26592 0.2 -1.4 0.3 0.11
H -2.73735 -0.05380 -1.42058 0.8 -1.2 0.7 0.12
H -2.21269 -1.58622 -2.26419 0.3 0.6 1.7 0.12
H -4.28245 -2.20083 -1.38458 1.2 0.1 0.9 0.10
H -3.21236 -2.90609 -0.03974 0.1 0.9 -0.8 0.09
H -7.51883 -1.25930 1.21231 1.4 0.6 -0.6 0.12
H -6.16731 -0.04109 1.54405 -0.5 -0.6 -1.1 0.11
H -8.17650 -0.38087 -0.88885 1.1 1.1 0.6 0.14
H -5.46424 1.39082 -1.16469 -1.2 -1.3 -0.3 0.08
H -5.77241 -0.25063 -2.02933 -0.6 1.4 0.8 0.07
H -6.86287 1.21430 -2.36236 0.7 -0.6 0.9 0.07
H -7.11145 1.94757 0.56404 -0.4 -0.9 -0.5 0.09
C 7.38276 1.65870 0.30294 0.2 0.1 0.4 0.07
C 6.41254 0.95061 -0.28452 0.0 0.4 -1.1 -0.23
C 5.62168 -0.05884 0.47054 -0.3 -0.5 0.5 -0.32
O 4.72980 -0.67344 -0.09555 0.3 0.2 -0.2 0.09
C 5.95627 -0.27712 1.87997 -0.2 -0.1 -0.4 0.08
C 6.92856 0.42856 2.46599 -0.1 -0.5 1.0 -0.23
C 7.70074 1.45703 1.71801 0.2 0.4 -0.5 -0.33
O 8.57152 2.09623 2.29346 -0.1 -0.3 0.2 0.08
O 7.25314 0.23546 3.77456 0.2 0.5 -1.0 0.08
O 6.10658 1.12443 -1.59905 -0.1 -0.5 1.1 0.09
H 7.96294 2.39666 -0.23477 0.0 0.0 0.0 0.13
H 5.38647 -1.02578 2.41383 0.0 0.0 0.0 0.14
H 7.97891 0.86288 3.95575 -0.1 -0.1 0.0 0.11
H 5.37605 0.50128 -1.77918 0.1 0.1 0.0 0.11

# 3
47
Properties=species:S:1:pos:R:3:forces:R:3:lowdin_charge:R:1 method="wB97M-V/def2-TZVPD" total_energy_ev=-58252.78189 max_force_ev_per_a=8.80 homo_energy_ev="-22.11 / -21.93" spin_multiplicity=6 total_charge=+4 s_squared=8.777
I 2.02412 -2.89570 0.10086 -0.4 0.2 -0.1 1.23
I 3.04669 2.84412 -0.61400 0.5 0.3 -0.2 0.62
La 0.39733 1.62084 0.45291 0.1 1.7 1.5 1.37
Ru -0.14455 -1.23698 -0.11458 5.5 0.3 1.0 0.46
S 1.24680 -0.08776 -1.61720 -0.2 -0.1 -0.3 0.51
C -1.33253 -2.04653 -1.23768 -5.6 -4.0 -5.5 -0.25
C -1.17360 -1.49683 1.39858 -4.9 -1.9 6.3 -0.24
C 0.79506 -0.03425 -3.42094 0.2 -0.3 -1.4 -0.85
C 1.75758 0.96969 -4.05975 0.2 -0.1 0.4 -0.08
C -0.64890 0.43185 -3.53123 -0.2 0.1 0.7 -0.07
C 0.97612 -1.43474 -4.00253 0.1 -0.4 0.4 -0.06
C -1.84945 2.09856 2.19666 -3.2 0.0 3.4 -0.01
C -2.07931 1.82540 -0.53037 -5.0 0.8 -2.8 -0.09
O -1.80560 -1.74859 2.34706 2.7 1.2 -4.0 0.24
O -2.07227 -2.61030 -1.95121 3.4 2.6 3.4 0.22
O -2.70806 2.10873 2.95809 3.2 0.0 -2.9 0.20
O -3.11993 1.99622 -0.99409 4.3 -0.8 2.0 0.21
H 1.52488 1.04606 -5.13193 0.1 0.1 0.3 0.13
H 2.79538 0.64148 -3.93633 -0.1 0.1 -0.2 0.10
H 1.64467 1.94610 -3.57778 0.0 0.1 -0.3 0.07
H -0.92212 0.43627 -4.59869 0.0 0.0 0.3 0.14
H -0.74246 1.44930 -3.13143 -0.1 0.0 -0.3 0.08
H -1.33621 -0.22665 -2.98444 0.0 0.1 -0.4 0.06
H 0.75620 -1.41634 -5.07942 0.0 0.1 0.3 0.13
H 0.30989 -2.16878 -3.52406 0.1 0.2 -0.3 0.08
H 2.00500 -1.78471 -3.86796 -0.1 0.1 -0.2 0.10
C 0.67157 -0.84143 5.25964 -0.2 -0.3 0.1 0.03
C 1.52042 -0.22922 4.16796 1.0 0.2 1.9 -0.46
C 2.01241 1.12790 4.63706 0.0 0.4 -0.2 0.01
O 0.66475 -0.03829 3.01567 0.1 -0.5 -3.7 -0.02
B 1.40962 -0.53492 1.91282 -0.1 0.2 1.8 -0.83
O 2.73245 -0.77053 2.23496 -1.8 -0.5 -2.6 0.02
C 2.69456 -1.13032 3.62105 0.5 -0.2 1.9 -0.47
C 4.06846 -0.87817 4.20781 0.1 0.3 0.2 0.03
C 2.41101 -2.63526 3.74584 -0.2 0.0 -0.3 0.00
H 0.14209 -1.73747 4.91324 0.2 0.1 0.2 0.10
H -0.07701 -0.11607 5.60410 0.2 -0.2 -0.1 0.12
H 1.30313 -1.09475 6.12349 -0.2 0.0 -0.2 0.13
H 1.15765 1.77961 4.85306 0.1 -0.1 0.0 0.11
H 2.58081 1.01899 5.56926 -0.1 0.1 -0.3 0.13
H 2.65319 1.61619 3.89086 0.0 0.0 0.1 0.10
H 4.07380 -1.17833 5.26134 0.1 0.1 -0.2 0.13
H 4.80777 -1.48561 3.67793 -0.1 0.0 0.1 0.12
H 4.37248 0.17063 4.13670 0.0 -0.2 0.0 0.10
H 1.39122 -2.91019 3.43401 0.0 0.1 0.2 0.09
H 3.11469 -3.18394 3.10772 0.1 0.1 0.2 0.09
H 2.56910 -2.95119 4.78732 -0.2 0.0 -0.4 0.13

# 4
44
Properties=species:S:1:pos:R:3:forces:R:3:lowdin_charge:R:1 method="wB97M-V/def2-TZVPD" total_energy_ev=-89809.41407 max_force_ev_per_a=0.40 homo_energy_ev="-11.26 / -11.26" spin_multiplicity=2 total_charge=+1 s_squared=0.778
Co 0.09368 0.72597 -0.48172 0.4 0.0 -0.1 0.55
C 2.81145 1.41694 0.12296 0.0 0.0 0.0 -0.02
O 1.80624 1.64707 -0.88679 0.2 0.1 0.1 -0.29
C 1.77984 2.99859 -1.38113 0.0 -0.1 0.0 -0.14
C 1.18963 3.90899 -0.33112 0.0 -0.1 0.0 -0.16
O 0.01273 3.24289 0.08041 -0.4 0.1 -0.1 -0.19
C -0.43447 3.49415 1.40128 0.1 -0.1 0.0 -0.15
C -1.08938 2.22286 1.87927 0.0 -0.1 0.0 -0.15
O -0.17373 1.14518 1.62976 0.0 0.0 0.0 -0.24
C -0.45976 0.00819 2.46035 0.1 0.0 0.0 -0.04
H 3.74010 1.89501 -0.18523 0.0 0.0 0.0 0.11
H 2.95059 0.34314 0.18794 0.0 0.0 0.0 0.10
H 2.48089 1.80752 1.08558 0.0 0.0 0.0 0.10
H 1.14766 2.97384 -2.26673 0.0 0.0 0.0 0.11
H 2.79063 3.28933 -1.66711 0.0 0.0 0.0 0.14
H 0.97462 4.89650 -0.74813 0.0 0.0 0.0 0.15
H 1.87072 4.03397 0.51662 0.0 0.0 0.0 0.13
H -1.13809 4.33020 1.43263 0.0 0.0 0.0 0.14
H 0.41993 3.73089 2.04336 0.0 0.0 0.0 0.14
H -2.03110 2.02373 1.35800 0.0 0.0 0.0 0.13
H -1.28942 2.28845 2.95058 0.0 0.0 0.0 0.14
H -0.38321 0.30215 3.50741 0.0 0.0 0.0 0.11
H 0.29025 -0.74704 2.24278 0.0 0.0 0.0 0.10
H -1.45622 -0.38089 2.24955 0.0 0.0 0.0 0.11
Cl -0.15372 0.51392 -3.06708 0.0 0.0 0.0 0.71
C -1.90848 0.84240 -3.10252 0.0 0.0 0.0 -0.88
Cl -2.35101 1.95524 -1.80650 0.0 0.0 0.0 0.63
H -2.42323 -0.09899 -2.95620 0.0 0.0 0.0 0.04
H -2.13868 1.30075 -4.05617 0.0 0.0 0.0 0.04
O 1.87628 -3.54883 -0.19238 0.0 0.0 0.0 0.10
C 0.58278 -3.90539 -0.15205 0.0 0.0 0.0 -0.24
C 0.29632 -5.26784 -0.06011 0.0 0.0 0.0 0.01
C -1.01166 -5.69582 -0.01439 0.0 0.0 0.0 -0.05
C -2.07600 -4.78845 -0.05818 0.0 0.0 0.0 -0.07
C -1.80376 -3.44643 -0.14894 0.0 0.0 0.0 -0.01
C -0.47791 -2.98470 -0.19710 0.0 0.0 0.0 -0.07
C -0.23215 -1.55915 -0.29007 0.2 0.0 0.0 -0.52
O 0.95258 -1.05325 -0.30198 -0.3 -0.1 -0.1 -0.05
O -1.17746 -0.70027 -0.35713 -0.2 0.2 0.0 -0.07
H 1.93524 -2.58136 -0.26542 0.0 0.0 0.0 0.09
H 1.12274 -5.96417 -0.02758 0.0 0.0 0.0 0.13
H -1.21650 -6.75610 0.05702 0.0 0.0 0.0 0.12
H -3.09642 -5.14160 -0.02056 0.0 0.0 0.0 0.11
H -2.60252 -2.71760 -0.18316 0.0 0.0 0.0 0.12